Record 1
One molecule with the formula C6H16N2O at a distorted geometry. Source: the OMol25 dataset; level of theory: the ωB97M-V functional and the def2-TZVPD basis.

Positions of all 25 atoms, in Å:
N 2.663 0.668 -1.156
H 2.302 1.026 0.846
H 2.234 0.664 -2.074
C 1.766 1.034 -0.105
H 1.873 -1.575 0.937
N -1.100 1.530 -0.839
C 1.001 -1.500 0.278
C -2.660 -0.988 0.115
C -0.428 0.287 -0.835
H 1.298 -1.789 -0.734
H 0.033 0.072 -1.798
H 0.248 -2.222 0.605
C -0.081 0.302 1.698
H -0.918 -0.325 2.010
H -3.470 -1.632 -0.264
H -0.786 2.127 -1.595
H -0.405 1.346 1.733
H 3.104 -0.233 -0.997
H -3.098 0.023 0.216
H 1.400 2.052 -0.246
H 0.716 0.176 2.438
H -2.107 1.446 -0.928
C 0.414 -0.098 0.314
H -2.431 -1.367 1.126
O -1.569 -1.025 -0.748

Structure (SMILES)   CO[C@@H](N)C(C)(C)CN
E_HOMO   -8.25 eV


Record 2
One molecule with the formula C18H18B2N2O8S2 at a distorted geometry. Source: the OMol25 dataset; level of theory: the ωB97M-V functional and the def2-TZVPD basis.

Positions of all 50 atoms, in Å:
H 3.864 0.603 3.519
N 1.856 -0.405 0.097
H -2.178 -1.577 3.309
H -2.974 -0.361 -2.391
H 0.076 0.781 1.637
C 1.634 -0.311 -1.280
C 1.077 0.939 -3.232
B 1.159 2.307 -4.007
C -2.469 -1.565 -0.716
H -3.522 1.596 -0.807
H 2.265 3.387 -5.306
H -1.903 -2.678 0.948
H 0.230 4.177 -3.826
O -2.053 -0.096 5.284
C -2.247 -1.677 0.634
C -2.995 0.753 -0.491
H 2.486 -1.150 0.339
H 0.394 0.494 5.930
H 0.982 -2.340 -1.383
S 2.734 0.910 0.717
C 0.669 -1.376 -3.240
B -1.918 -2.761 -1.707
O -1.152 -3.791 -1.082
C 2.234 0.398 4.865
O -2.080 1.828 3.495
C -2.902 -0.381 -1.277
C -2.864 0.643 0.928
H -1.076 -4.570 -1.647
C 0.144 0.687 3.757
H -2.955 1.520 1.502
H 0.351 -2.308 -3.729
C 2.793 0.513 3.557
S -1.594 0.516 3.994
C 1.127 -1.447 -1.979
H 2.756 0.143 5.722
C 0.848 0.499 4.936
O 2.455 2.328 0.455
C 0.668 0.773 2.521
C -2.457 -0.607 1.511
N -1.986 -0.717 2.836
O 4.088 0.312 0.869
H 0.282 -0.239 -4.857
O -2.127 -2.817 -3.081
H -2.485 -1.969 -3.491
C 1.684 0.892 -1.996
H 2.081 1.801 -1.607
O 2.245 2.538 -4.873
O 0.127 3.241 -3.844
C 2.006 0.727 2.392
C 0.619 -0.165 -3.906

Structure (SMILES)   O=S(=O)(Nc1cccc(B(O)O)c1)c1cccc(S(=O)(=O)Nc2cccc(B(O)O)c2)c1
E_HOMO   -8.69 eV


Record 3
A 2-piece molecular cluster, C3H8N2 overall at a distorted geometry. Source: the OMol25 dataset; level of theory: the ωB97M-V functional and the def2-TZVPD basis.

Positions of all 13 atoms, in Å:
H -2.427 2.425 1.064
H 1.242 -1.511 1.230
H 0.889 -2.501 -0.354
H -1.334 2.031 -0.791
N -0.997 1.477 0.002
H 2.319 -0.570 -1.145
H -0.301 -1.386 0.572
C 0.807 -1.438 0.217
C 1.282 -0.341 -0.760
C -1.696 1.664 1.037
N 1.302 0.937 -0.226
H 0.870 -0.363 -1.812
H -1.594 1.029 1.870

Multiplicity   3
E_HOMO (alpha / beta)   -8.34 / -9.81 eV